Entry 1:
Entry from the Open Molecules 2025 dataset: 10 unconnected molecules or ions with the total composition C64H51ClIN4O23S (the ωB97M-V functional and the def2-TZVPD basis).

The net charge is +1. The calculation puts the relative energy (zero: lowest compared OMol25 entry of this formula, charge and spin) at 0.0000 eV.

The geometry in XYZ format:
```
145
Properties=species:S:1:pos:R:3:forces:R:3
C 1.504023 2.181919 0.049482 0.465 0.117 -0.204
C 2.803286 1.605511 -0.448944 -0.132 0.027 0.944
O 3.329981 0.672931 0.057307 0.157 -0.202 -0.385
O 3.362146 2.290460 -1.553325 -0.799 -0.307 -0.763
C 4.017760 1.499054 -2.476726 0.635 -0.320 0.149
O 4.955951 0.819124 -2.217020 -0.065 0.068 0.121
C 3.497281 1.563830 -3.915163 -0.168 0.604 0.236
N 2.295750 0.787952 -4.159536 0.325 -0.285 -0.025
C 2.212130 -0.415638 -4.714747 -0.364 -0.393 -0.054
N 0.964261 -0.836660 -4.830183 0.012 0.211 0.062
C 0.226765 0.167300 -4.330999 0.049 -0.011 0.011
N -1.105705 0.181933 -4.263612 -0.043 -0.259 -0.108
I -2.204283 -1.387552 -4.944880 0.040 0.176 0.112
N 1.006070 1.179431 -3.901442 0.028 0.094 0.077
C 0.624153 2.456805 -3.321376 -0.189 0.263 -0.199
C 0.118034 3.499785 -4.339943 0.082 0.314 0.552
C -1.057354 4.298748 -3.766065 0.025 -0.037 0.012
C -0.673919 5.162150 -2.549507 -0.456 -0.217 -0.012
S -1.358757 6.805360 -2.644957 0.625 0.648 0.193
O -1.139215 7.479255 -1.406153 -0.212 -0.302 -0.060
O -0.930671 7.409362 -3.866300 -0.284 -0.259 -0.043
Cl -3.356479 6.427600 -2.763602 0.070 -0.090 -0.089
H 1.695949 2.588044 1.042199 -0.057 0.011 0.023
H 1.103460 2.964743 -0.585170 -0.021 0.036 0.019
H 0.808073 1.352069 0.171920 -0.108 0.085 0.018
H 4.271429 1.112103 -4.527040 0.006 0.050 -0.082
H 3.330962 2.586143 -4.258725 0.071 -0.024 0.002
H 3.069253 -0.994409 -5.027044 0.086 0.112 0.049
H -1.593630 0.967580 -3.867695 -0.007 -0.007 -0.019
H -0.144788 2.247681 -2.572495 0.013 -0.118 0.002
H 1.485422 2.842336 -2.782229 -0.002 -0.109 0.057
H -0.156743 3.039238 -5.287798 -0.006 -0.066 0.010
H 0.931425 4.205981 -4.518144 0.009 -0.132 -0.374
H -1.475558 4.933234 -4.547886 0.100 0.012 -0.040
H -1.859743 3.620946 -3.462998 -0.039 0.015 -0.050
H 0.396535 5.353650 -2.444794 0.032 0.076 -0.076
H -1.050560 4.755144 -1.610702 0.102 0.012 0.033
C 2.560049 -4.164746 -2.964365 -0.025 -0.013 0.014
C 1.622270 -4.383909 -2.044501 0.017 -0.013 -0.020
C 1.559386 -3.560671 -0.811037 0.018 0.195 -0.028
O 0.671181 -3.685004 0.002374 -0.135 -0.196 0.015
C 2.593036 -2.514009 -0.622135 0.078 0.040 0.024
C 3.525571 -2.290765 -1.542492 0.051 0.095 -0.034
C 3.573846 -3.093806 -2.787513 -0.015 -0.069 0.072
O 4.408017 -2.868191 -3.642865 -0.083 0.116 -0.113
H 2.620985 -4.733555 -3.883810 0.017 0.019 -0.008
H 0.855335 -5.140430 -2.155321 0.009 -0.011 0.031
H 2.537409 -1.936856 0.292849 -0.021 -0.016 0.004
H 4.272897 -1.515020 -1.427171 0.050 -0.046 -0.020
C -3.938262 -1.294744 2.389965 0.014 0.061 0.009
C -3.089976 -0.279355 2.253176 0.051 0.111 0.033
C -1.872577 -0.413302 1.415026 -0.120 -0.205 0.016
O -1.095656 0.510933 1.266993 0.015 0.110 -0.090
C -1.634383 -1.720567 0.756274 0.012 0.116 0.005
C -2.475956 -2.740799 0.897815 0.032 -0.045 -0.051
C -3.693326 -2.597426 1.730010 -0.050 -0.045 0.006
O -4.466128 -3.524718 1.883178 0.030 0.156 -0.066
H -4.832908 -1.219882 2.992380 -0.011 0.025 -0.026
H -3.250019 0.673828 2.742602 0.001 -0.009 0.006
H -0.728805 -1.799384 0.171366 0.013 -0.032 0.020
H -2.313988 -3.707730 0.432689 0.004 0.012 0.010
C -5.361927 -1.517612 5.651152 -0.005 -0.018 0.020
C -5.128140 -2.556317 6.448237 -0.035 -0.010 -0.002
C -4.075132 -2.490505 7.495180 -0.009 -0.003 0.026
O -3.858531 -3.437208 8.221504 0.011 0.003 -0.027
C -3.299102 -1.229313 7.620329 0.070 -0.023 -0.156
C -3.539603 -0.195178 6.816299 -0.006 -0.007 0.039
C -4.582562 -0.260025 5.767664 -0.017 -0.060 -0.021
O -4.784976 0.668914 5.009277 0.057 -0.002 -0.059
H -6.122709 -1.542667 4.880368 -0.043 0.024 0.038
H -5.679874 -3.485091 6.371680 0.013 0.007 0.010
H -2.542422 -1.206680 8.392668 -0.088 -0.006 -0.080
H -2.986302 0.733195 6.884357 -0.012 0.008 -0.005
C 3.516988 11.271057 -0.798081 -0.016 -0.027 -0.015
C 3.503214 9.999049 -1.185352 -0.009 -0.079 -0.011
C 2.239487 9.221026 -1.224454 -0.135 -0.143 0.028
O 2.212226 8.053697 -1.576985 0.189 0.128 -0.081
C 0.994255 9.909117 -0.809211 -0.037 0.055 0.009
C 1.007187 11.181902 -0.421699 0.000 -0.030 -0.015
C 2.267631 11.965285 -0.387149 0.004 -0.001 0.003
O 2.283314 13.122585 -0.036200 -0.001 0.036 0.009
H 4.424908 11.859297 -0.759693 -0.013 0.018 0.009
H 4.405048 9.477849 -1.477812 0.007 -0.054 -0.033
H 0.089278 9.316648 -0.846879 0.050 0.012 0.002
H 0.111010 11.706609 -0.116387 0.010 0.021 0.006
C 3.597483 5.915904 -5.142557 -0.014 -0.070 0.000
C 4.111188 7.139269 -5.167576 0.006 0.023 -0.001
C 5.212412 7.492692 -6.101986 0.051 0.088 -0.012
O 5.684678 8.605442 -6.116486 -0.017 -0.073 -0.003
C 5.707113 6.425948 -7.012142 -0.008 -0.027 -0.010
C 5.183237 5.202992 -6.987982 0.020 0.002 0.002
C 4.092314 4.859889 -6.049838 -0.042 0.079 -0.104
O 3.603688 3.741692 -6.032817 -0.032 -0.081 0.094
H 2.793525 5.645077 -4.468428 0.021 0.009 0.000
H 3.754333 7.923631 -4.519424 -0.017 0.144 0.095
H 6.506534 6.704686 -7.686624 -0.004 0.022 0.009
H 5.522435 4.410406 -7.642591 -0.016 -0.012 0.010
C -5.217416 -7.587405 0.734197 0.021 0.031 0.004
C -4.377307 -6.569411 0.561238 -0.023 -0.016 0.023
C -3.166009 -6.715307 -0.281952 0.003 -0.019 0.032
O -2.390061 -5.790973 -0.440640 -0.017 -0.017 -0.046
C -2.924760 -8.029063 -0.925785 -0.001 -0.022 -0.008
C -3.764571 -9.045539 -0.752554 0.031 0.019 -0.014
C -4.979969 -8.904792 0.092108 -0.013 -0.029 0.001
O -5.743939 -9.830669 0.246907 0.002 0.009 0.002
H -6.107703 -7.507927 1.345494 -0.006 -0.019 -0.004
H -4.532411 -5.600970 1.021587 0.036 -0.010 -0.031
H -2.032721 -8.108769 -1.534175 0.006 0.020 0.010
H -3.610055 -10.014861 -1.209071 -0.022 -0.010 0.013
C -3.872134 -1.348176 12.057276 -0.024 -0.010 0.030
C -4.114019 -1.612945 13.337947 -0.009 0.006 -0.040
C -3.035486 -1.537165 14.356945 -0.004 -0.006 0.023
O -3.253713 -1.778845 15.522587 0.000 0.004 -0.005
C -1.677507 -1.154644 13.890219 0.023 0.010 -0.033
C -1.437235 -0.890913 12.608975 0.011 0.000 0.035
C -2.516496 -0.965523 11.595730 0.002 -0.023 -0.036
O -2.298541 -0.723093 10.425096 0.060 0.067 0.220
H -4.639941 -1.400113 11.295897 0.017 0.000 -0.017
H -5.094165 -1.895090 13.700288 0.009 -0.005 0.025
H -0.908137 -1.106289 14.650087 -0.017 -0.008 0.018
H -0.457030 -0.611307 12.244654 -0.008 0.001 -0.022
C -4.060350 -7.215512 6.101129 0.016 -0.024 -0.005
C -2.832792 -7.697799 5.926527 -0.037 0.011 0.008
C -1.918710 -7.128768 4.903749 0.030 -0.034 0.012
O -0.802029 -7.569854 4.740093 -0.016 0.010 -0.008
C -2.426755 -5.998857 4.085120 -0.035 0.030 -0.034
C -3.655315 -5.517504 4.256514 0.067 0.004 0.035
C -4.566431 -6.087865 5.280431 0.024 -0.018 0.030
O -5.683973 -5.642513 5.441256 -0.008 -0.013 -0.013
H -4.743171 -7.612418 6.841314 -0.015 0.021 -0.004
H -2.440339 -8.518450 6.513200 0.022 0.004 -0.009
H -1.742842 -5.600480 3.344609 0.017 -0.018 0.006
H -4.042782 -4.698266 3.665153 -0.076 -0.061 0.064
C 4.231678 -3.410868 -9.125008 0.007 -0.029 -0.019
C 5.439978 -3.220712 -9.649261 -0.044 -0.005 0.017
C 6.545526 -2.629033 -8.850324 0.025 -0.004 -0.005
O 7.641780 -2.447432 -9.328704 -0.013 0.008 -0.006
C 6.252185 -2.262997 -7.439182 -0.031 0.000 0.011
C 5.044031 -2.458272 -6.919604 0.007 0.076 0.014
C 3.941541 -3.040578 -7.719584 -0.020 0.007 -0.007
O 2.838751 -3.194148 -7.232304 -0.020 0.064 0.016
H 3.410961 -3.835723 -9.688732 -0.007 -0.007 0.014
H 5.678237 -3.480254 -10.672756 0.025 0.007 0.003
H 7.072503 -1.840022 -6.873155 0.018 -0.013 -0.018
H 4.796745 -2.218179 -5.893085 0.119 -0.090 0.041
```
Forces are in eV/Å.

***

Entry 2:
Entry from the Open Molecules 2025 dataset: 5 unconnected molecules or ions with the total composition C64H51NO16P2 (the ωB97M-V functional and the def2-TZVPD basis).

Its SMILES is CCOP(=O)(CCCNC(=O)OP(=O)(O)O)OCC.O=C1c2ccccc2C(=O)c2ccccc21.O=C1c2ccccc2C(=O)c2ccccc21.O=C1c2ccccc2C(=O)c2ccccc21.O=C1c2ccccc2C(=O)c2ccccc21.

The geometry in XYZ format:
```
134
Properties=species:S:1:pos:R:3:forces:R:3
C 2.332815 -3.607631 7.107475 0.011 -0.003 -0.020
C 2.650245 -3.166479 5.691110 0.048 -0.084 0.108
O 1.467897 -2.793484 4.957257 0.026 0.151 -0.005
P 0.696852 -1.438810 5.279434 0.039 0.002 -0.081
O -0.031127 -1.382493 6.555382 0.062 0.114 -0.033
C -0.359827 -1.267637 3.835842 -0.166 -0.370 0.065
C -1.747465 -1.885377 4.077052 0.028 0.231 -0.063
C -2.698359 -0.940428 4.805211 -0.039 -0.102 -0.044
N -4.112409 -1.313576 4.521926 -0.141 0.134 0.212
C -5.049649 -0.942542 5.511449 -0.049 -0.407 -0.175
O -5.697067 0.051122 5.550198 -0.080 0.004 -0.114
O -5.313559 -1.981171 6.405097 0.297 0.414 0.271
P -4.280046 -2.430338 7.553256 -0.271 -0.417 -0.273
O -3.574902 -1.360785 8.240111 0.075 0.086 0.044
O -3.371290 -3.491935 6.797533 -0.025 0.100 0.124
O -5.238338 -3.310459 8.465812 0.251 0.099 -0.079
O 1.875283 -0.375191 5.106857 -0.132 -0.029 0.047
C 1.591107 1.025661 5.307943 0.109 0.129 -0.014
C 1.511673 1.417286 6.772777 -0.135 -0.104 0.001
H 2.153678 -2.760427 7.767790 -0.041 0.003 -0.032
H 1.437286 -4.228887 7.111493 0.033 -0.038 -0.001
H 3.166011 -4.194056 7.498712 0.001 0.041 0.036
H 3.093064 -3.981968 5.121182 -0.087 -0.010 -0.036
H 3.350646 -2.330225 5.674550 -0.001 0.001 0.008
H -0.441380 -0.214029 3.561786 0.016 -0.013 -0.012
H 0.139126 -1.776000 3.011544 0.063 0.109 -0.046
H -2.189345 -2.140070 3.110359 0.002 -0.034 0.027
H -1.645507 -2.801250 4.662271 -0.061 -0.094 -0.115
H -2.524702 0.086365 4.466472 -0.028 0.018 0.092
H -2.521602 -0.964542 5.880435 0.066 0.007 0.008
H -4.417428 -0.856297 3.669898 0.119 0.055 -0.001
H -3.646822 -3.635675 5.884249 -0.026 -0.003 -0.043
H -5.178172 -3.003363 9.378544 -0.097 0.007 0.040
H 2.404322 1.552696 4.814951 0.022 -0.052 0.001
H 0.669663 1.281546 4.775747 0.001 0.026 0.029
H 2.173251 0.779528 7.359285 0.128 0.130 -0.017
H 0.510432 1.291375 7.181589 -0.002 -0.050 -0.043
H 1.812011 2.460387 6.875830 0.020 -0.014 0.057
O -0.077565 1.661339 -4.332407 0.044 0.038 -0.017
C 0.106471 1.267978 -3.198962 -0.014 -0.020 0.030
C -0.032149 -0.172985 -2.850347 0.012 0.025 0.004
C -0.366784 -1.077833 -3.850929 -0.017 -0.052 -0.010
C -0.485515 -2.424535 -3.551770 0.002 0.018 -0.011
C -0.270833 -2.877400 -2.254674 0.006 -0.029 0.026
C 0.055722 -1.978295 -1.253355 -0.029 -0.034 -0.025
C 0.173427 -0.624811 -1.544868 0.007 0.017 0.020
C 0.508291 0.323249 -0.446945 -0.003 0.100 -0.023
O 0.645056 -0.052157 0.697943 -0.019 -0.091 0.086
C 0.665373 1.765029 -0.799158 0.007 -0.026 -0.017
C 1.004170 2.667958 0.201883 0.001 0.051 0.011
C 1.160605 4.009888 -0.100798 0.010 0.002 0.007
C 0.980298 4.456008 -1.405818 -0.006 -0.014 -0.016
C 0.640333 3.561170 -2.406159 -0.004 0.055 0.025
C 0.481432 2.213055 -2.107679 -0.010 -0.025 -0.008
H -0.532967 -0.710070 -4.854222 0.007 0.023 0.004
H -0.747636 -3.130030 -4.329407 0.001 -0.007 0.003
H -0.351933 -3.933578 -2.036277 0.015 0.002 -0.014
H 0.223899 -2.310007 -0.237820 0.005 0.023 0.010
H 1.143737 2.301205 1.209806 0.010 -0.024 0.002
H 1.424617 4.711662 0.680295 0.000 0.004 -0.002
H 1.105577 5.504818 -1.640899 -0.001 0.006 0.005
H 0.491010 3.891938 -3.424819 -0.010 -0.021 -0.010
O 2.898024 4.055322 4.708193 -0.001 -0.049 0.041
C 3.050548 5.239227 4.491942 0.000 0.018 -0.059
C 1.976720 6.043683 3.841268 0.017 -0.007 0.012
C 0.777487 5.421972 3.512317 -0.048 0.015 -0.013
C -0.239097 6.150501 2.918638 0.001 -0.005 0.009
C -0.062533 7.504170 2.651509 0.002 0.004 -0.002
C 1.131771 8.127110 2.971591 -0.041 -0.007 -0.035
C 2.156288 7.399658 3.565351 0.026 0.001 -0.005
C 3.439585 8.090074 3.887509 0.017 -0.025 0.007
O 3.611052 9.256864 3.610332 -0.009 0.007 0.005
C 4.502624 7.289402 4.562089 -0.031 0.010 -0.002
C 5.696927 7.912129 4.903079 0.049 -0.007 0.023
C 6.693401 7.192855 5.540750 -0.009 0.008 -0.008
C 6.503016 5.848419 5.840557 -0.011 -0.007 -0.002
C 5.317516 5.221002 5.498207 0.050 0.001 0.016
C 4.314140 5.938031 4.857482 -0.037 -0.002 -0.001
H 0.657452 4.369898 3.732751 0.016 -0.011 0.019
H -1.173472 5.666305 2.666573 -0.002 -0.001 -0.005
H -0.860902 8.073281 2.193767 -0.003 -0.004 -0.005
H 1.288569 9.177416 2.767808 0.025 0.002 0.008
H 5.826478 8.958439 4.663079 -0.023 0.004 -0.008
H 7.622300 7.679740 5.806915 0.001 -0.001 0.004
H 7.282323 5.290351 6.342483 0.004 0.001 -0.003
H 5.152571 4.175677 5.720451 -0.022 -0.003 -0.012
O 3.520427 -10.380101 -3.897345 0.007 -0.005 0.001
C 2.860916 -9.392187 -3.659033 -0.016 0.021 0.002
C 2.237126 -9.182195 -2.320154 0.017 0.013 -0.019
C 2.443583 -10.132326 -1.327626 -0.010 -0.012 0.052
C 1.889651 -9.951251 -0.071838 0.004 -0.004 -0.012
C 1.126833 -8.820663 0.199257 -0.001 0.011 -0.008
C 0.912238 -7.874316 -0.787904 -0.011 -0.026 0.043
C 1.464581 -8.051169 -2.050968 -0.007 0.007 -0.027
C 1.208763 -7.024791 -3.100801 0.025 -0.028 -0.007
O 0.500905 -6.063677 -2.881188 -0.028 0.032 0.007
C 1.854813 -7.218107 -4.429837 0.008 0.001 0.030
C 1.666355 -6.256653 -5.415559 0.012 0.015 -0.049
C 2.267647 -6.408053 -6.653096 -0.007 0.001 0.012
C 3.060143 -7.520914 -6.912382 0.003 -0.008 0.009
C 3.248410 -8.483984 -5.935821 0.000 0.021 -0.051
C 2.646910 -8.337082 -4.691991 -0.012 -0.017 0.021
H 3.041211 -11.003824 -1.556707 0.009 0.008 -0.023
H 2.052230 -10.691620 0.700280 0.001 0.002 0.004
H 0.699174 -8.679473 1.183078 -0.003 -0.005 0.001
H 0.317522 -6.991934 -0.596325 -0.002 0.008 -0.023
H 1.049423 -5.396543 -5.194665 -0.002 -0.003 0.024
H 2.120959 -5.657893 -7.418941 0.004 0.001 -0.002
H 3.531801 -7.635277 -7.879445 -0.004 0.001 -0.004
H 3.859019 -9.357183 -6.119712 -0.005 -0.013 0.023
O -4.175816 1.154215 -6.264852 0.006 -0.012 0.001
C -4.247494 1.991649 -7.138566 -0.006 0.019 -0.016
C -3.121782 2.930678 -7.409947 -0.017 -0.008 -0.010
C -1.961345 2.823695 -6.653115 0.033 -0.015 0.016
C -0.893884 3.669246 -6.901616 0.006 0.009 0.000
C -0.980897 4.627257 -7.905845 -0.009 -0.001 -0.003
C -2.138251 4.745263 -8.657292 0.046 0.017 0.023
C -3.213138 3.899230 -8.412292 -0.023 0.004 -0.004
C -4.451122 4.054345 -9.228034 -0.001 -0.019 0.021
O -4.547753 4.920828 -10.070447 0.004 0.001 -0.012
C -5.569968 3.100497 -8.971078 0.030 0.001 -0.003
C -6.725706 3.199830 -9.736613 -0.050 -0.022 -0.008
C -7.771508 2.317622 -9.526727 0.010 0.011 -0.002
C -7.668451 1.331751 -8.551188 0.011 -0.003 0.007
C -6.521702 1.231564 -7.782402 -0.056 -0.009 -0.011
C -5.469101 2.115446 -7.987813 0.021 0.014 0.011
H -1.896080 2.075889 -5.876033 -0.027 -0.013 -0.012
H 0.006244 3.571297 -6.309098 0.000 -0.013 0.001
H -0.142968 5.283559 -8.102436 0.000 0.003 0.003
H -2.226806 5.487472 -9.438692 -0.025 -0.004 -0.006
H -6.785997 3.972174 -10.490983 0.025 0.008 0.002
H -8.670445 2.395839 -10.124030 -0.002 -0.004 -0.001
H -8.486244 0.641325 -8.391375 -0.005 0.003 0.000
H -6.424278 0.474592 -7.016409 0.024 0.009 0.010
```
Forces are in eV/Å.

***

LUMO energy for every record listed, in sequence, given in eV: -3.88; -1.23.
Strongest force on any atom for every record listed, in sequence, given in eV Å⁻¹: 1.15; 0.58.
E_HOMO for every record listed, in sequence, given in eV: -11.4; -9.7.